Molecular formula: C30H50ClN10O4
Method: DFT, ωB97M-V/def2-TZVPD

Computed properties:
Orbital gap, Ha: 0.2344
Highest occupied orbital energy, eV: -4.8
Energy above the lowest of the compared OMol25 structures with the same formula, charge and spin, kcal/mol: 89.9
Maximum force, hartree/bohr: 0.116
Total charge: -1

```
95
Properties=species:S:1:pos:R:3:mulliken_charge:R:1
Cl 2.050 -1.445 -1.424 -0.232
O -5.293 1.385 2.897 -0.405
O 0.046 -2.708 2.207 -0.746
O 2.846 -1.371 1.258 -0.424
O 0.567 -0.851 3.465 -0.774
N 6.898 -3.499 -6.185 -0.444
N -9.474 0.107 2.700 -0.487
N -3.404 4.754 -0.411 -0.417
N -4.184 -1.125 5.179 -0.493
N -8.737 2.037 6.753 -0.492
N 4.771 -1.652 6.923 -0.465
N 7.467 -3.264 -12.100 -0.423
N 0.843 -1.588 -0.144 -0.154
N 8.980 0.408 -9.283 -0.519
N 5.714 -0.949 -3.788 -0.497
C 9.804 -3.338 -10.790 -0.689
C 3.753 -1.940 6.398 0.287
C -2.975 -0.378 -0.594 -0.617
C -9.367 -0.490 7.383 -0.762
C 0.656 -1.486 2.357 0.169
C 6.916 1.880 -10.150 -0.812
C 8.071 1.057 -9.665 0.478
C 7.067 -1.166 -7.490 -0.657
C 1.489 -0.931 1.065 0.593
C -0.305 -0.775 -0.640 -0.329
C -9.015 0.924 7.031 0.418
C 2.460 -2.307 5.732 -0.401
C 8.497 -3.297 -11.523 0.332
C 3.110 2.217 1.706 -0.952
C -1.705 -1.112 0.056 -0.123
C -9.838 1.103 3.220 0.452
C -3.939 5.294 0.492 0.417
C -3.484 1.606 1.167 0.082
C 6.972 -2.473 -6.762 0.186
C -3.137 -0.656 5.462 0.412
C 3.782 -0.269 1.263 -0.490
C 5.433 -2.087 -3.644 0.386
C -4.618 5.976 1.641 -0.794
C 5.073 -3.533 -3.458 -0.783
C 3.540 0.817 2.424 0.103
C -1.807 -0.067 5.820 -0.331
C -3.041 1.201 -0.323 -0.504
C -4.595 0.663 1.821 -0.466
C -6.286 0.452 3.430 -0.550
C -10.301 2.365 3.883 -0.784
H -3.962 2.658 1.089 -0.250
H 4.287 -3.813 -4.160 0.247
H -1.707 -0.845 1.183 -0.075
H 4.716 -3.697 -2.439 0.324
H -0.153 0.359 -0.591 0.191
H -4.066 -0.212 2.342 0.331
H 2.631 -2.509 4.673 0.136
H 1.747 -1.486 5.825 0.102
H 3.382 2.242 0.588 0.254
H -5.379 0.258 1.094 0.254
H -6.002 -0.642 3.232 0.323
H -7.308 0.613 2.916 0.151
H -1.988 1.625 -0.514 0.225
H -1.884 -2.254 0.030 0.206
H 1.363 0.195 0.910 0.060
H -3.750 1.662 -1.092 0.314
H -10.478 3.137 3.132 0.310
H 4.821 -0.737 1.471 0.227
H 4.432 0.944 3.138 0.428
H -4.295 7.017 1.697 0.325
H -10.435 -0.655 7.229 0.258
H -8.805 -1.180 6.752 0.269
H 6.572 -0.384 -6.911 0.368
H -1.902 1.013 5.950 0.296
H -2.873 -0.504 -1.743 0.367
H 10.351 -2.408 -10.955 0.255
H -1.085 -0.269 5.024 -0.122
H -9.541 2.716 4.583 0.247
H 2.644 0.546 3.105 -0.077
H 9.626 -3.462 -9.721 0.221
H 6.583 -1.248 -8.465 0.251
H 3.615 3.120 2.190 0.280
H 5.948 -4.160 -3.634 0.335
H -0.420 -1.027 -1.764 0.266
H -3.925 -0.930 -0.288 0.273
H 6.401 2.332 -9.301 0.282
H -11.228 2.178 4.427 0.280
H 10.405 -4.174 -11.150 0.303
H -6.356 0.562 4.573 0.222
H -1.444 -0.508 6.750 0.308
H 8.112 -0.896 -7.633 0.263
H -9.124 -0.684 8.429 0.308
H 2.040 -3.198 6.201 0.359
H -5.700 5.945 1.503 0.253
H 6.214 1.248 -10.697 0.276
H 1.957 2.272 1.773 0.189
H 7.275 2.670 -10.811 0.329
H -4.363 5.472 2.574 0.262
H 3.855 0.173 0.206 0.292
H -2.573 1.743 1.856 0.208
```

Molecular formula: C30H50IrP4Se
Method: DFT, ωB97M-V/def2-TZVPD

Computed properties:
<S²>: 6.036
Orbital gap (spin up / spin down), Ha: 0.2544 / 0.1752
Highest occupied orbital energy (spin up / spin down), eV: -14.5 / -16.2
2S+1: 5
Energy above the lowest of the compared OMol25 structures with the same formula, charge and spin, kcal/mol: 14.8
Maximum force, hartree/bohr: 0.051
Total charge: +3

```
86
Properties=species:S:1:pos:R:3:lowdin_spin:R:1
Ir -0.460 0.021 -0.987 0.770
Se -3.884 0.266 0.637 1.211
P -0.782 2.161 -1.524 0.119
P 1.473 -0.525 -2.230 0.085
P 1.719 0.363 1.524 0.238
P -1.788 -0.934 -2.639 0.113
C 3.382 3.687 3.307 0.001
C -6.143 -0.070 2.294 0.114
C 2.600 2.550 3.082 0.011
C 3.812 -3.192 1.719 0.000
C -6.406 -1.834 3.941 0.183
C 4.744 -2.934 2.729 0.003
C 3.170 -0.476 -1.519 0.022
C 1.800 0.538 -3.692 0.008
C -1.060 2.567 -3.291 -0.003
C 2.604 1.924 1.818 0.026
C -2.183 2.979 -0.687 0.064
C 2.917 -0.937 1.958 0.038
C 4.153 3.627 1.014 -0.001
C 4.757 -1.684 3.364 0.002
C -5.144 -2.347 3.586 0.020
C -1.293 -0.780 -4.413 0.013
C 3.374 2.494 0.780 0.005
C 0.488 0.254 2.851 0.019
C -1.477 -1.572 0.453 0.165
C 4.163 4.228 2.277 0.005
C 3.848 -0.694 2.986 0.013
C -1.985 -2.756 -2.513 0.020
C 1.492 -2.250 -2.846 0.022
C 0.607 3.237 -1.041 0.018
C -4.866 -0.567 1.937 0.237
C -6.904 -0.698 3.279 0.012
C -3.511 -0.311 -2.742 0.044
C -0.361 -2.400 0.320 0.056
C -4.378 -1.720 2.610 0.097
C 2.902 -2.202 1.337 0.004
H -2.046 -1.301 -5.024 0.003
H 0.880 3.054 0.004 0.002
H -3.405 -2.106 2.326 0.004
H 1.063 0.225 -0.105 0.089
H 3.376 4.155 4.291 0.000
H 3.786 -4.165 1.225 0.000
H -1.977 2.110 -3.678 0.000
H -4.754 -3.245 4.073 -0.001
H 3.355 -1.308 -0.835 0.000
H -4.057 -0.866 -3.521 0.005
H -6.513 0.806 1.771 0.007
H 1.848 1.595 -3.402 0.001
H 3.904 -0.535 -2.336 0.003
H 2.189 -2.417 0.537 0.001
H -0.216 2.244 -3.908 0.000
H -1.272 0.271 -4.726 0.000
H -0.325 -3.163 -0.458 0.003
H -0.320 -1.237 -4.620 0.000
H -1.594 -0.991 1.380 0.036
H 3.343 2.073 -0.224 0.000
H -2.440 -1.910 0.037 0.025
H -0.272 1.036 2.713 0.002
H -7.890 -0.302 3.536 -0.001
H 2.781 0.261 -4.105 0.002
H 4.763 5.119 2.452 0.000
H 3.857 0.274 3.484 0.001
H 0.297 4.286 -1.142 0.003
H -3.135 2.645 -1.118 0.003
H -6.993 -2.319 4.728 0.007
H 3.349 0.453 -0.972 0.001
H 2.465 -2.434 -3.325 0.005
H -1.156 3.658 -3.384 -0.001
H -2.189 2.716 0.378 0.010
H 5.461 -3.705 3.019 0.000
H -1.015 -3.265 -2.530 0.000
H 0.992 0.384 3.819 0.005
H 0.705 -2.459 -3.575 0.000
H -2.518 -3.037 -1.600 0.000
H -3.521 0.759 -2.986 0.001
H 1.387 -2.945 -2.003 0.001
H 0.008 -0.732 2.829 0.000
H 5.474 -1.483 4.161 0.000
H -2.092 4.069 -0.795 0.008
H -2.572 -3.103 -3.377 0.004
H 4.745 4.044 0.198 0.000
H -4.031 -0.453 -1.776 0.016
H 1.051 0.414 -4.478 0.000
H 0.361 -2.409 1.135 0.002
H 1.493 3.067 -1.663 0.000
H 1.989 2.158 3.892 0.001
```

Molecular formula: C30H50P4SW
Method: DFT, ωB97M-V/def2-TZVPD

Computed properties:
<S²>: 2.032
Orbital gap (spin up / spin down), Ha: 0.1786 / 0.1910
Highest occupied orbital energy (spin up / spin down), eV: -19.1 / -19.1
2S+1: 3
Maximum force, hartree/bohr: 0.103
Total charge: +4

```
86
Properties=species:S:1:pos:R:3:lowdin_spin:R:1
W -0.256 0.274 -0.441 1.737
S 1.269 3.069 -2.632 0.006
P 0.798 -2.180 0.194 0.001
P -0.906 0.782 1.777 0.062
P 2.403 0.665 0.318 -0.019
P -1.910 -1.098 -1.408 0.036
C -2.951 2.004 3.303 0.002
C 3.281 0.276 1.920 0.004
C 1.989 0.592 -3.931 0.003
C 2.099 -2.636 1.419 0.000
C -0.192 -2.160 4.613 0.002
C 3.509 2.497 -3.858 0.000
C -1.430 -2.798 4.703 0.006
C 2.860 2.450 0.292 -0.011
C 2.305 1.880 -3.481 0.001
C 0.211 1.940 2.643 0.005
C -4.312 2.898 1.012 0.001
C 1.586 -3.045 -1.240 0.004
C -2.359 -1.171 3.174 0.006
C -0.020 -1.035 3.807 0.006
C -3.227 2.036 0.898 0.003
C -1.110 1.923 -1.299 0.014
C 3.631 -0.076 -0.843 0.001
C -2.496 1.672 2.018 0.017
C -3.209 -1.569 -0.178 0.034
C -0.326 1.819 -2.592 0.027
C -2.993 -0.348 -2.705 0.002
C -4.780 3.246 2.274 0.000
C 4.318 1.923 -4.822 0.001
C 2.822 -0.008 -4.887 0.000
C -2.514 -2.289 3.982 0.002
C -1.101 -0.569 3.033 0.026
C -4.112 2.772 3.410 0.001
C -0.433 -3.355 0.894 0.003
C -1.594 -2.701 -2.320 0.002
C 3.946 0.683 -5.357 0.001
H -0.902 -2.925 1.785 0.000
H -0.226 2.192 3.618 0.000
H 2.041 3.105 -0.053 0.000
H 2.681 -0.309 2.619 0.000
H -4.769 3.245 0.094 0.000
H 3.209 2.732 1.300 -0.001
H 2.076 -3.966 -0.890 0.000
H 3.591 1.207 2.409 0.000
H 3.911 -1.097 -0.548 0.000
H 1.112 3.909 -3.628 0.000
H -0.922 2.306 -3.424 0.003
H -5.662 3.873 2.362 0.000
H -1.559 -3.657 5.341 0.000
H 3.251 -0.062 -1.872 0.000
H 4.194 -0.292 1.701 0.000
H 2.576 -1.030 -5.252 0.000
H -2.377 -0.206 -3.604 0.000
H 2.191 -3.733 1.452 -0.001
H 0.943 -0.514 3.785 0.000
H 0.655 -2.541 5.178 0.000
H 1.223 1.535 2.785 0.000
H -3.488 -2.762 4.045 0.000
H -2.792 -2.087 0.694 0.000
H 0.862 -3.315 -2.010 0.000
H -3.227 -0.750 2.647 0.000
H 4.530 0.263 -6.173 0.000
H -2.996 1.622 -0.086 0.003
H 3.091 -2.246 1.170 0.000
H 0.074 -4.275 1.218 0.000
H -3.348 0.647 -2.399 0.000
H 5.216 2.465 -5.155 0.000
H -0.912 2.853 -0.768 0.004
H 3.758 3.414 -3.341 0.000
H 3.722 2.563 -0.373 -0.001
H -2.176 1.916 -1.588 0.003
H -4.500 2.994 4.399 0.000
H 4.527 0.555 -0.784 0.000
H 0.272 2.869 2.060 0.000
H 1.829 -2.317 2.431 0.000
H -2.422 1.626 4.183 0.000
H -1.219 -3.514 -1.683 0.000
H -0.862 -2.507 -3.117 0.000
H -0.174 0.797 -2.988 0.002
H -1.225 -3.630 0.196 0.000
H -3.961 -2.226 -0.655 0.004
H -2.513 -3.051 -2.829 0.000
H 1.126 0.027 -3.538 0.001
H -3.867 -1.012 -2.892 -0.001
H 2.340 -2.397 -1.701 0.000
H -3.700 -0.657 0.189 0.000
```

It is found that the M values, taken in the order of the records, are 650.2; 805.8; 750.5 g/mol.